1.
Entry from the Open Molecules 2025 dataset: a 2-piece molecular cluster, CH5S2 overall in a non-equilibrium geometry (wB97M-V/def2-TZVPD).

Structure (ORCA input):
```
! RIJCOSX wB97M-V def2-TZVPD def2/J DEFGRID3
* xyz -1 1
S 2.2895 0.7764 1.5244
H 1.6329 1.9852 0.9245
C -1.0142 -0.2566 -0.8432
S -0.3452 -1.4275 0.4754
H -1.9973 -0.0179 -0.4772
H -0.4965 0.7064 -0.9881
H -0.8067 -0.9409 -1.5786
H 0.7375 -0.8251 0.9629
*
```

Properties
Gap between HOMO and LUMO ... 6.59 eV
Molar mass ... 81.185 Da
Relative energy (zero: lowest compared OMol25 entry of this formula, charge and spin) ... 20.2 kcal per mole

2.
Entry from the Open Molecules 2025 dataset: a 2-piece molecular cluster, C6H13N3OSi overall in a non-equilibrium geometry (wB97M-V/def2-TZVPD).

Structure (ORCA input):
```
! RIJCOSX wB97M-V def2-TZVPD def2/J DEFGRID3
* xyz 0 1
C -2.3907 -0.7524 1.4073
C 0.2191 1.0683 -0.7875
C -4.2313 -2.6932 -0.9144
C 2.1559 -0.8313 0.5366
C 1.7024 2.0831 1.5518
C 3.1433 1.3851 -1.2961
N -2.8750 -1.2147 0.4153
N -3.0664 -2.0012 -0.5192
N -0.9027 1.4170 -0.7581
O -2.0411 1.7032 -0.7660
Si 1.8884 1.0053 0.0003
H -2.1167 0.1732 1.8974
H -4.7089 -3.4176 -0.1886
H -5.0261 -1.9341 -1.2598
H -3.9474 -3.3949 -1.8561
H 2.3087 -1.6286 -0.1854
H 2.9508 -0.8591 1.2867
H 1.2785 -1.2218 0.9790
H 0.6586 2.4274 1.5958
H 1.9547 1.6258 2.5445
H 2.4166 2.9689 1.2970
H 3.1734 0.5964 -2.1614
H 3.2567 2.2383 -1.9264
H 4.1990 1.2569 -0.8929
*
```

Properties
Gap between HOMO and LUMO ... 8.83 eV
Molar mass ... 171.276 Da
Relative energy (zero: lowest compared OMol25 entry of this formula, charge and spin) ... 67.3 kcal per mole

3.
Entry from the Open Molecules 2025 dataset: C19H36As3F3N3O2STl as an isolated structure in a non-equilibrium geometry (wB97M-V/def2-TZVPD).

Structure (ORCA input):
```
! RIJCOSX wB97M-V def2-TZVPD def2/J DEFGRID3
* xyz 2 1
Tl 1.4874 -0.1721 -1.0513
C -2.5764 0.2935 -2.0084
As -1.2034 -0.9775 -1.4025
C -1.5457 -2.4211 -2.6648
C -1.8574 -1.8646 0.2685
C -1.9389 -1.1259 1.6226
C -2.9435 -1.9338 2.4630
C -0.6073 -1.1220 2.3818
As 0.9314 -0.0007 1.7627
C 0.6709 1.8523 2.3755
C 2.2621 -0.6046 3.0752
C -2.4430 0.2961 1.3949
As -3.0257 1.6469 2.8254
C -2.2304 1.0595 4.5367
C -4.8292 0.9747 3.2111
H -3.5544 -0.1872 -1.9339
H -2.3799 0.5334 -3.0559
H -2.5800 1.2163 -1.4341
H -2.6127 -2.6532 -2.6837
H -0.9832 -3.3089 -2.3874
H -1.2336 -2.1065 -3.6599
H -1.2420 -2.7687 0.3605
H -2.8678 -2.1926 -0.0156
H -2.6558 -2.9822 2.5072
H -3.9366 -1.8668 2.0255
H -2.9908 -1.5549 3.4787
H -0.2028 -2.1400 2.4254
H -0.7876 -0.7887 3.4084
H 0.8052 1.9099 3.4569
H -0.3170 2.2331 2.1165
H 1.4249 2.4848 1.9055
H 1.9048 -0.3775 4.0830
H 3.2075 -0.0824 2.9199
H 2.4292 -1.6800 3.0017
H -3.3372 0.2410 0.7640
H -1.6631 0.8112 0.8009
H -1.1445 1.1368 4.5594
H -2.5347 0.0593 4.8332
H -2.6171 1.7498 5.2873
H -5.4453 0.9504 2.3144
H -5.3014 1.6627 3.9125
H -4.8162 -0.0119 3.6666
F 4.6777 2.8920 -3.7862
C 3.9447 3.9844 -3.5562
F 3.6365 4.5103 -4.7444
F 4.7333 4.8596 -2.9228
C 2.6985 3.7230 -2.7415
C 1.8802 4.8126 -2.4796
C 0.7348 4.6409 -1.7135
C 0.4662 3.3770 -1.2274
N 1.2446 2.3324 -1.4722
C 2.3521 2.4668 -2.2205
S 3.2803 1.0315 -2.4758
H 2.1466 5.7849 -2.8705
H 0.0830 5.4692 -1.5012
H -0.4022 3.1851 -0.6135
C 2.0194 -4.3959 -4.0703
O 2.8984 -4.1021 -2.9772
C 2.6036 -3.1061 -2.1781
O 1.5808 -2.4254 -2.2250
N 3.5672 -2.9222 -1.2423
N 3.5030 -1.8597 -0.3272
H 2.4574 -5.2598 -4.5664
H 1.9753 -3.5487 -4.7550
H 1.0186 -4.6352 -3.7091
H 4.3953 -3.5053 -1.2953
H 4.3370 -1.2744 -0.4030
H 3.4486 -2.2227 0.6268
*
```

Properties
Gap between HOMO and LUMO ... 6.40 eV
Molar mass ... 856.726 Da
Relative energy (zero: lowest compared OMol25 entry of this formula, charge and spin) ... 6.1 kcal per mole